Computed, not measured: a 2-piece molecular cluster, C4H6O overall, with wB97M-V/def2-TZVPD.

Positions of all 11 atoms, in Å:
O 0.91983 -0.66509 -0.44504
C 0.15638 0.88648 1.06067
C 0.10424 0.11378 -1.13088
C 1.03689 -0.30289 0.94759
C -0.37507 1.12223 -0.14589
H -0.00294 1.42920 1.98535
H -1.51428 -1.37121 -2.23560
H 2.09101 -0.10340 1.16676
H 0.70494 -1.15935 1.54389
H -2.06129 -1.86908 -2.33633
H -1.05971 1.91933 -0.41052

Summary:
E = -6288.6817 eV
lowest unoccupied orbital energy = 0.132 eV
charge = 0
relative energy (zero: lowest compared OMol25 entry of this formula, charge and spin) = 74.6 kcal/mol
HOMO-LUMO gap = 8.72 eV